Entry 1:
Entry from OMol25: C21H31F5P2STc as an isolated structure (wB97M-V/def2-TZVPD).

Properties
HOMO level (spin up / spin down) ... -14.526 / -14.647 eV
Gap between HOMO and LUMO (spin up / spin down) ... 6.53 / 5.31 eV
Total charge ... +2
LUMO level (spin up / spin down) ... -8.00 / -9.33 eV
2S+1 ... 4

Cartesian coordinates (Å):
P  0.05483  -1.56751  -3.65382
P  0.09867  1.54892  -3.56018
C  -0.28303  -0.65846  -5.26295
C  0.32767  0.74255  -5.24162
H  -1.37815  -0.63315  -5.40256
H  0.15242  -1.25141  -6.08092
H  1.41148  0.72740  -5.45319
H  -0.15861  1.38321  -5.99254
C  -1.55783  2.28746  -3.91633
H  -1.79738  3.02097  -3.13376
H  -2.32361  1.49852  -3.91956
H  -1.53955  2.78356  -4.89738
C  1.18819  2.98613  -3.91379
H  0.87759  3.48198  -4.84455
H  2.22186  2.62606  -4.01702
H  1.13102  3.69310  -3.07571
C  -1.03330  -2.99835  -4.03028
H  -0.90382  -3.76179  -3.25244
H  -0.78094  -3.41993  -5.01341
H  -2.07731  -2.65501  -4.03417
C  1.69156  -2.25741  -4.16089
H  2.44620  -1.45806  -4.16391
H  1.60973  -2.68993  -5.16857
H  1.98882  -3.03597  -3.44414
Tc  0.06277  -0.06083  2.30654
C  0.75723  1.37512  0.85398
C  -0.65745  1.34763  0.86909
C  -1.51692  0.66358  -0.17690
C  -1.79531  -0.83264  0.07335
C  -0.83521  -1.45817  1.06667
C  0.58007  -1.50741  0.85212
C  1.30768  -0.86451  -0.31492
C  1.62012  0.64372  -0.15112
C  0.14453  -1.53411  3.81237
H  1.22131  2.27221  1.27221
H  -1.14922  2.18581  1.37425
H  -1.10665  0.81050  -1.19071
H  -2.49005  1.18211  -0.19783
H  -2.81305  -0.93516  0.48858
H  -1.81671  -1.39645  -0.87730
H  -1.25063  -2.31713  1.60331
H  1.06545  -2.41890  1.23119
H  0.79874  -1.04746  -1.28232
H  2.26678  -1.39990  -0.42676
H  2.67497  0.72376  0.17111
H  1.60717  1.12956  -1.14136
H  0.74064  -1.17665  4.67151
H  0.58163  -2.48647  3.48485
H  -0.86259  -1.76112  4.21659
F  0.94023  0.51331  9.50950
C  0.48121  0.58173  8.24648
C  1.16252  1.33584  7.29158
F  2.27982  1.99593  7.64739
C  0.65914  1.44112  6.00128
F  1.33330  2.17648  5.09143
C  -0.54680  0.82057  5.61562
S  -1.19619  1.00506  4.01790
C  -1.19832  0.04843  6.60327
F  -2.34410  -0.59267  6.29259
C  -0.69929  -0.07132  7.89756
F  -1.37337  -0.78445  8.83059

***

Entry 2:
Entry from OMol25: a 2-piece molecular cluster, C9H14O overall (wB97M-V/def2-TZVPD).

Properties
HOMO level ... -8.436 eV
SMILES ... Cc1ccc(O)cc1.CC
Gap between HOMO and LUMO ... 9.32 eV
LUMO level ... 0.88 eV
Energy relative to the best compared isomer or geometry (same formula, charge and spin) ... 11.91 kcal per mole

Cartesian coordinates (Å):
C  0.73386  -3.10589  1.23621
C  2.24605  -2.95441  0.97266
H  0.50289  -2.86937  2.26638
H  0.11567  -2.60384  0.48438
H  0.44007  -4.14819  1.04793
H  2.44034  -2.25842  0.15110
H  2.69853  -3.90369  0.71929
H  2.73192  -2.50162  1.83451
C  0.21045  3.13110  -2.14856
C  -1.37066  0.39484  0.73249
C  -2.23107  1.11179  -0.10902
C  -0.01044  0.51829  0.61009
C  -1.70910  1.90628  -1.10174
C  0.48274  1.48898  -0.25995
C  -0.32973  2.11418  -1.19470
O  -1.87172  -0.55643  1.57741
H  -3.28710  0.95662  0.06399
H  -2.71380  -0.90279  1.27484
H  0.64974  -0.08644  1.21327
H  -2.35633  2.32051  -1.86868
H  1.51143  1.83446  -0.22336
H  0.17456  2.70838  -3.16458
H  1.26907  3.33476  -1.96562
H  -0.32738  4.07090  -2.14834

***

Entry 3:
Entry from OMol25: an isolated ion of composition C5H8N and charge +1 (wB97M-V/def2-TZVPD).

Properties
HOMO level ... -13.097 eV
SMILES ... C=C=C1C[C@@H]1[NH3+]
Gap between HOMO and LUMO ... 9.39 eV
Total charge ... +1
LUMO level ... -3.70 eV
Energy relative to the best compared isomer or geometry (same formula, charge and spin) ... 118.84 kcal per mole

Cartesian coordinates (Å):
C  0.32122  -1.70876  0.00990
C  0.35637  -0.46332  0.06465
C  -0.19700  -2.73440  0.64407
C  -0.28084  0.45633  1.01072
C  0.59471  0.96427  -0.08591
N  -0.06669  1.59742  -1.27999
H  -0.71110  -3.58400  0.22477
H  0.36888  -2.87587  1.53571
H  -1.29487  0.80984  0.64263
H  -0.21503  0.70759  2.03286
H  1.54633  1.48709  -0.09687
H  0.68300  1.42447  -1.93368
H  -0.17954  2.58200  -1.01660
H  -0.92545  1.33733  -1.75226

***

Entry 4:
Entry from OMol25: a 2-piece molecular cluster, C3H5N5 overall (wB97M-V/def2-TZVPD).

Properties
HOMO level ... -8.050 eV
Gap between HOMO and LUMO ... 8.04 eV
LUMO level ... -0.01 eV
Energy relative to the best compared isomer or geometry (same formula, charge and spin) ... 178.59 kcal per mole

Cartesian coordinates (Å):
C  -2.29091  0.04564  -0.06015
C  2.15047  -0.77844  -0.09935
C  0.75551  0.93418  -0.13453
H  -3.42588  -0.65246  -0.11960
H  -2.12259  1.53487  -0.08798
H  0.44523  -2.31210  0.18847
H  3.04491  -1.40554  0.22690
H  -0.56417  2.22446  0.10845
N  -1.30404  -0.89656  -0.12826
N  -0.01037  -0.16514  0.15378
N  0.82470  -1.28524  0.03156
N  2.12859  0.57134  -0.14614
N  0.36855  2.18497  0.06685

***

Entry 5:
Entry from OMol25: one molecule with the formula C6H11N (wB97M-V/def2-TZVPD).

Properties
HOMO level ... -7.888 eV
SMILES ... C/C=C(N)/C=C/C
Gap between HOMO and LUMO ... 8.87 eV
LUMO level ... 0.98 eV
Energy relative to the best compared isomer or geometry (same formula, charge and spin) ... 64.75 kcal per mole

Cartesian coordinates (Å):
C  0.00271  0.21442  -3.18802
N  1.01967  1.46606  -0.34099
C  0.40993  0.18959  -0.55414
C  -0.00298  -0.39064  -1.78511
C  -0.56841  -0.84765  3.03813
C  0.25951  -0.20026  1.89305
C  -0.18427  -0.49268  0.57451
H  0.40164  -0.64196  -3.79132
H  0.62059  1.11590  -3.33184
H  -0.90683  0.33723  -3.70037
H  1.59780  1.54693  0.53486
H  0.46995  2.26368  -0.40766
H  -0.86278  -1.00613  -1.63142
H  0.01108  -1.52605  3.77409
H  -1.44484  -1.43208  2.72921
H  -0.87262  0.02463  3.68029
H  1.18117  0.27372  2.09201
H  -1.13131  -0.89471  0.41473

***

Q: Which molecular weight values were calculated for the entries above? A: 570.5, 138.2, 82.1, 111.1, 97.2, in g/mol.